Density functional theory data (ωB97M-V/def2-TZVPD) for a structure of composition C34H40BaN4O2P2 at a distorted geometry.

Structure (ORCA input):
```
! RIJCOSX wB97M-V def2-TZVPD def2/J DEFGRID3
* xyz 0 1
Ba -0.19651 -1.62152 -1.35525
C -4.95104 0.86295 -1.96429
C -4.39506 1.87294 -1.28672
C -4.68072 2.17913 0.14053
C -4.62972 0.95416 1.10822
C -3.69921 -0.18317 0.77818
C -3.90843 -1.13966 -0.14369
C -5.28672 -1.36248 -0.68202
C -5.91968 -0.14272 -1.40055
C 2.42521 -2.79527 0.45274
H -4.82222 0.78976 -3.05082
H -3.78632 2.61422 -1.81295
H -5.66906 2.65399 0.27726
H -3.94717 2.93121 0.46386
H -4.31081 1.37302 2.07863
H -5.65965 0.59057 1.26508
H -2.94391 -0.37416 1.54670
H -3.15322 -1.89826 -0.38493
H -5.98407 -1.61954 0.13776
H -5.27730 -2.21652 -1.37119
H -6.49247 -0.54967 -2.25045
H -6.64016 0.33618 -0.71798
H 2.69856 -3.22681 -0.52015
H 2.34723 -3.50506 1.28065
H 2.93879 -1.87138 0.72848
P 0.54125 -0.66965 1.78141
P 1.03001 1.84255 -0.31730
N -0.77756 -2.13330 1.91747
N 0.96532 -0.76855 3.45395
N -0.14685 1.26130 -1.61840
N 1.30705 3.34901 -1.06774
C -0.63285 0.74004 1.70754
C -0.10548 2.09840 1.09886
C -0.55837 -3.36552 1.29674
C -1.52034 -4.27240 1.71618
C -2.38834 -3.57939 2.60317
C -1.89978 -2.27921 2.71959
C 1.85904 -1.75260 3.92927
C 2.29396 -1.38418 5.19286
C 1.62793 -0.16178 5.53958
C 0.81545 0.18275 4.46791
C 0.33284 0.93313 -2.90248
C -0.68579 0.33612 -3.61404
C -1.82146 0.24508 -2.76157
C -1.48380 0.86817 -1.57108
C 0.46765 4.43089 -1.37697
C 1.24844 5.48998 -1.83643
C 2.61719 5.04757 -1.83773
C 2.63423 3.74346 -1.37772
H -1.09616 0.92026 2.69810
H -1.44226 0.41204 1.03016
H -0.96072 2.76545 0.87507
H 0.50262 2.62851 1.86037
H 0.35848 -3.52380 0.74108
H -1.57031 -5.31762 1.44373
H -3.25042 -3.98502 3.11900
H -2.26003 -1.46074 3.32944
H 2.10974 -2.60079 3.31343
H 3.02028 -1.90516 5.80371
H 1.75273 0.40146 6.45511
H 0.15105 1.01672 4.31461
H 1.35132 1.17342 -3.17829
H -0.67007 -0.01709 -4.64693
H -2.77329 -0.22168 -2.99127
H -2.13319 1.09089 -0.73569
H -0.60269 4.35002 -1.26614
H 0.91514 6.47002 -2.14940
H 3.47459 5.62083 -2.14979
H 3.43202 3.03041 -1.25281
O 2.90358 -0.09680 -1.12694
C 3.32578 -1.07380 -1.83212
O 2.60073 -1.86820 -2.51496
C 4.83595 -1.26585 -1.81411
C 5.49647 -1.86024 -2.89439
C 6.86250 -1.63000 -3.10156
C 7.61022 -0.93097 -2.14680
C 7.00459 -0.56577 -0.94046
C 5.62362 -0.72498 -0.78053
H 4.90913 -2.47449 -3.56865
H 7.33561 -1.97352 -4.02174
H 8.65536 -0.69359 -2.33421
H 7.60320 -0.11337 -0.14985
H 5.14835 -0.43031 0.15263
*
```

Computed properties:
HOMO-LUMO gap, eV: 4.407
E_LUMO, eV: -0.7
Max |F|, eV Å⁻¹: 3.57
E, Ha: -2397.1186